[1]
{
  "formula": "C5H14O3",
  "method": "wB97M-V/def2-TZVPD",
  "smiles": "OCCCCCO.O",
  "charge": 0,
  "total_energy_ha": -424.579525,
  "de_lowest_ev": 0.727,
  "lumo_ev": 0.555,
  "homo_energy_ev": -10.4,
  "largest_force_ev_per_a": 3.01,
  "elements": ["O", "C", "C", "C", "C", "C", "O", "H", "H", "H", "H", "H", "H", "H", "H", "H", "H", "H", "H", "O", "H", "H"],
  "coordinates": [[1.918, 2.466, 0.510], [2.325, 1.196, -0.004], [1.288, 0.439, -0.849], [-0.084, 0.343, -0.083], [-1.101, -0.456, -0.981], [-2.370, -0.864, -0.205], [-3.190, 0.166, 0.160], [1.216, 2.343, 1.144], [3.259, 1.382, -0.567], [2.591, 0.645, 0.906], [1.680, -0.501, -0.995], [1.139, 0.791, -1.889], [-0.555, 1.395, 0.039], [-0.012, -0.114, 0.908], [-1.368, 0.204, -1.832], [-0.621, -1.354, -1.448], [-2.160, -1.517, 0.682], [-3.105, -1.471, -0.700], [-2.969, 0.535, 1.006], [1.127, -2.833, 1.044], [0.243, -2.574, 1.247], [1.480, -2.111, 0.522]]
}

[2]
{
  "formula": "C5H14O3",
  "method": "wB97M-V/def2-TZVPD",
  "smiles": "C=C/C=C/C.O.O.O",
  "charge": 0,
  "total_energy_ha": -424.561201,
  "de_lowest_ev": 1.225,
  "lumo_ev": 0.547,
  "homo_energy_ev": -8.5,
  "largest_force_ev_per_a": 1.88,
  "elements": ["C", "C", "C", "C", "C", "H", "H", "H", "H", "H", "H", "H", "H", "O", "H", "H", "O", "H", "H", "O", "H", "H"],
  "coordinates": [[2.156, -2.915, 0.544], [2.405, -2.312, -0.620], [1.481, -1.287, -1.198], [0.213, -1.138, -0.828], [-0.742, -0.112, -1.395], [2.814, -3.733, 0.832], [1.460, -2.680, 1.335], [3.293, -2.620, -1.150], [1.884, -0.824, -2.092], [-0.099, -1.716, 0.034], [-1.672, 0.029, -0.855], [-0.953, -0.335, -2.436], [-0.176, 0.817, -1.311], [-2.147, 2.785, 1.140], [-2.534, 3.653, 1.003], [-2.313, 2.559, 2.049], [-1.778, -0.014, 3.062], [-2.021, -0.285, 2.194], [-1.062, -0.613, 3.293], [0.193, 3.396, -1.368], [-0.582, 3.006, -0.952], [0.178, 4.340, -1.280]]
}

Number 1: frontier orbital gap 11.0 eV. Number 2: frontier orbital gap 9.1 eV.